The following is a quantum chemistry calculation of C36H90F6N6O12PSr as an isolated structure at a distorted geometry, from the Open Molecules 2025 dataset.

Last column: Löwdin charge in e.
Positions of all 152 atoms, in Å:
Sr: -22.8087 -21.0360 21.3610  1.648
P: -23.5538 -23.6491 23.4389  0.271
F: -22.3326 -23.2570 22.3846  -0.253
F: -24.4702 -22.7390 22.4253  -0.218
F: -23.8366 -24.9834 22.5315  -0.146
F: -24.8593 -24.0273 24.3468  -0.132
F: -22.4951 -24.4798 24.3535  -0.134
F: -23.3017 -22.3020 24.3105  -0.149
C: -24.5852 -27.3421 24.7948  -0.128
O: -24.5027 -28.6201 25.3178  -0.155
C: -23.2954 -29.2798 25.1868  -0.227
C: -22.0941 -28.4352 25.5520  -0.248
N: -22.0861 -28.2616 26.9681  -0.029
C: -20.8870 -27.5194 27.4167  -0.178
C: -21.0637 -27.2334 28.9142  -0.174
O: -22.2256 -26.4607 29.3110  -0.173
C: -22.3978 -25.2241 28.7471  -0.148
H: -23.9287 -26.6825 25.3624  0.065
H: -25.6116 -26.9886 24.8929  0.095
H: -24.3586 -27.2588 23.7319  0.081
H: -23.2025 -29.7503 24.2079  0.123
H: -23.3074 -30.1745 25.8093  0.117
H: -22.1012 -27.5035 24.9864  0.096
H: -21.1751 -28.9260 25.2314  0.102
H: -22.9168 -27.7348 27.1974  0.102
H: -20.8276 -26.5571 26.9082  0.095
H: -19.9896 -28.1283 27.3077  0.126
H: -20.1876 -26.6683 29.2323  0.102
H: -20.9223 -28.1318 29.5151  0.124
H: -21.5036 -24.6016 28.7754  0.091
H: -23.2074 -24.7209 29.2758  0.071
H: -22.8276 -25.2584 27.7460  0.072
C: -26.3985 -22.2259 26.2603  -0.159
O: -26.3575 -22.8019 27.5350  -0.173
C: -25.7951 -24.1792 27.5278  -0.129
C: -25.8167 -24.8204 28.9677  -0.222
N: -27.1395 -25.2011 29.3414  -0.065
C: -27.2462 -25.5002 30.7288  -0.238
C: -28.5816 -26.1439 31.1738  -0.169
O: -29.6602 -25.1486 31.0055  -0.192
C: -30.8222 -25.7192 31.4996  -0.155
H: -26.9775 -22.8306 25.5622  0.084
H: -25.4462 -22.1290 25.7390  0.046
H: -26.8283 -21.2251 26.2171  0.082
H: -24.7345 -24.1250 27.2823  0.092
H: -26.3278 -24.8133 26.8191  0.119
H: -25.3968 -24.1899 29.7514  0.112
H: -25.1788 -25.7040 28.9912  0.111
H: -27.7265 -24.3799 29.3091  0.115
H: -27.1519 -24.5849 31.3132  0.119
H: -26.4499 -26.1113 31.1539  0.122
H: -28.4140 -26.3994 32.2201  0.117
H: -28.8220 -27.0186 30.5695  0.120
H: -30.7892 -25.6644 32.5877  0.085
H: -30.8806 -26.7601 31.1814  0.083
H: -31.7170 -25.1691 31.2084  0.088
C: -20.3076 -31.8258 26.0178  -0.079
O: -20.0880 -31.9725 24.5851  -0.203
C: -18.6878 -32.1710 24.2148  -0.197
C: -17.8184 -30.9200 24.3972  -0.229
N: -18.3804 -29.7113 23.8736  -0.056
C: -18.5119 -29.5736 22.4105  -0.182
C: -19.0071 -28.1624 22.1126  -0.228
O: -20.4057 -28.1516 22.4177  -0.199
C: -21.1065 -27.0168 21.7921  -0.066
H: -20.1695 -32.7634 26.5564  0.084
H: -21.3546 -31.5556 26.1548  0.075
H: -19.6474 -31.0756 26.4530  0.074
H: -18.6572 -32.4591 23.1640  0.112
H: -18.2594 -32.9983 24.7805  0.115
H: -16.8512 -31.1934 23.9755  0.119
H: -17.6842 -30.8309 25.4752  0.103
H: -19.3277 -29.5690 24.1936  0.077
H: -19.2447 -30.2491 21.9690  0.122
H: -17.4842 -29.7340 22.0847  0.123
H: -18.8551 -28.0226 21.0424  0.111
H: -18.4612 -27.3550 22.6006  0.107
H: -20.6513 -26.0982 22.1626  0.068
H: -22.1230 -26.9692 22.1827  0.069
H: -21.0984 -27.0090 20.7022  0.078
C: -19.6867 -24.9644 32.1499  -0.116
O: -18.5932 -24.8572 31.2878  -0.199
C: -18.3558 -23.5872 30.7568  -0.245
C: -17.1005 -23.5893 29.9228  -0.198
N: -17.0988 -24.1501 28.5550  -0.039
C: -17.7752 -23.2358 27.6070  -0.188
C: -17.8607 -23.9221 26.2221  -0.270
O: -18.7511 -24.9430 26.0901  -0.168
C: -19.1761 -25.2903 24.7786  -0.089
H: -19.4192 -24.5609 33.1264  0.090
H: -20.0421 -25.9942 32.1882  0.091
H: -20.5730 -24.4354 31.7994  0.080
H: -18.1078 -22.9488 31.6048  0.122
H: -19.2945 -23.2861 30.2916  0.115
H: -16.3392 -24.1274 30.4876  0.122
H: -16.8445 -22.5307 29.8783  0.113
H: -17.5702 -25.0431 28.5762  0.103
H: -17.2982 -22.2578 27.5423  0.115
H: -18.7953 -23.0029 27.9122  0.103
H: -16.8793 -24.2493 25.8785  0.126
H: -18.0667 -23.0977 25.5394  0.095
H: -19.5892 -26.2986 24.8045  0.079
H: -18.4268 -25.2101 23.9910  0.085
H: -20.0045 -24.6639 24.4477  0.061
C: -21.8338 -18.6512 23.9517  -0.061
O: -22.8392 -19.4707 23.3619  -0.311
C: -24.1214 -19.0513 23.7956  -0.208
C: -25.2044 -19.9431 23.2365  -0.191
N: -25.0694 -19.9101 21.7727  -0.170
C: -26.2337 -20.5903 21.1088  -0.142
C: -25.8518 -20.7355 19.6156  -0.135
O: -24.4058 -21.0435 19.4653  -0.352
C: -24.1272 -21.0465 18.0650  -0.083
H: -20.9259 -18.8152 23.3712  0.073
H: -21.6731 -19.0000 24.9718  0.115
H: -21.9824 -17.5746 23.8676  0.108
H: -24.3603 -18.0086 23.5866  0.134
H: -24.1436 -19.1068 24.8840  0.140
H: -26.1762 -19.5446 23.5279  0.134
H: -25.1603 -20.9273 23.7029  0.098
H: -25.0331 -18.9892 21.3597  0.128
H: -27.0691 -19.9105 21.2760  0.130
H: -26.4831 -21.5752 21.5034  0.124
H: -25.9719 -19.7542 19.1564  0.122
H: -26.5394 -21.4565 19.1734  0.137
H: -24.6429 -21.8797 17.5876  0.100
H: -23.0767 -21.2441 17.8519  0.078
H: -24.4718 -20.1385 17.5701  0.102
C: -20.1259 -21.4338 23.6257  -0.063
O: -20.5628 -21.0364 22.3149  -0.382
C: -19.4091 -20.5700 21.5616  -0.168
C: -19.9223 -20.1342 20.1486  -0.169
N: -20.8868 -21.0968 19.6132  -0.158
C: -20.3537 -22.4369 19.4400  -0.154
C: -21.5128 -23.4151 19.0888  -0.179
O: -22.7354 -23.1735 19.7536  -0.306
C: -23.7188 -24.1450 19.4594  -0.074
H: -19.6574 -20.6014 24.1508  0.097
H: -19.3824 -22.2283 23.5616  0.091
H: -20.9999 -21.7717 24.1824  0.090
H: -18.5809 -21.2757 21.4969  0.133
H: -19.1103 -19.6503 22.0646  0.124
H: -19.0851 -19.9282 19.4817  0.135
H: -20.3616 -19.1769 20.4292  0.118
H: -20.9016 -20.7551 18.6629  0.117
H: -19.9908 -22.7343 20.4239  0.115
H: -19.4790 -22.4806 18.7910  0.141
H: -21.1224 -24.4248 19.2167  0.131
H: -21.7468 -23.3403 18.0268  0.123
H: -23.9155 -24.2862 18.3966  0.101
H: -24.6604 -23.8867 19.9440  0.096
H: -23.4156 -25.0862 19.9179  0.096

Forces on atoms 1 to 3 (eV/Å):
-0.36 -1.00 0.08
-0.48 -2.65 0.76
0.51 0.04 0.78

- net charge = +1
- E_tot (eV) = -98726.70534
- E_HOMO (Eh) = -0.36056
- LUMO energy (eV) = -2.93
- frontier orbital gap (eV) = 6.8766